# 1
109
Properties=species:S:1:pos:R:3:forces:R:3:mulliken_charge:R:1 method="wB97M-V/def2-TZVPD" e_tot_ha=-6541.4110 homo_energy_ev=-4.21 homo_lumo_gap_ev=6.03 e_lumo_ev=1.8241 total_charge=-1
Pd 0.92932 -0.93233 -0.00395 -0.462 0.354 0.346 -1.285
O -1.22816 1.86213 0.43312 0.393 0.171 0.228 0.891
C -2.45501 1.72019 -0.22994 -0.152 -0.717 -0.498 2.877
C -2.49658 0.23161 -0.81335 0.168 -0.169 -0.007 -0.586
O -3.54695 -0.14215 -1.33991 -0.166 -0.021 -0.087 -0.753
O -1.42542 -0.44800 -0.72130 -0.324 1.066 0.313 0.342
C -2.54583 2.69639 -1.39708 0.068 0.099 -0.219 -0.053
C -1.46414 3.51021 -1.71422 -0.009 -0.049 0.116 -0.169
C -1.53912 4.42260 -2.75621 -0.023 0.033 -0.028 -1.037
C -2.70453 4.53841 -3.49587 0.094 0.047 -0.037 -0.539
C -3.78593 3.72441 -3.18950 -0.082 0.006 -0.010 -0.807
C -3.71213 2.81166 -2.15002 -0.036 0.053 -0.046 -0.296
C -3.58172 2.05243 0.73821 -0.001 -0.156 0.197 -0.319
C -4.73293 1.28650 0.88406 0.038 -0.053 0.009 -0.078
C -5.71596 1.66296 1.79123 0.011 0.065 0.078 -0.852
C -5.55415 2.79808 2.57047 -0.093 -0.006 0.050 -0.490
C -4.40838 3.56911 2.42896 0.044 0.042 -0.018 -0.750
C -3.43959 3.20628 1.50900 0.103 -0.075 -0.013 -0.594
H -0.69218 1.15051 0.02628 0.059 -0.088 0.190 -1.060
H -0.56405 3.44180 -1.12130 0.060 -0.057 0.015 0.288
H -0.68089 5.04642 -2.97477 -0.009 0.028 -0.036 0.460
H -2.77298 5.26121 -4.29948 -0.004 -0.013 -0.030 0.386
H -4.70067 3.81029 -3.76293 -0.024 -0.024 -0.004 0.399
H -4.56507 2.18721 -1.92210 0.037 -0.071 0.039 0.467
H -4.84818 0.39734 0.28063 -0.013 0.009 -0.024 0.546
H -6.61097 1.06067 1.89386 0.014 -0.015 -0.009 0.436
H -6.31870 3.08781 3.28100 -0.009 -0.011 0.012 0.373
H -4.26982 4.45808 3.03210 -0.020 0.020 -0.004 0.435
H -2.55103 3.81282 1.37891 0.019 -0.005 0.051 0.419
N 3.63473 -0.18107 -0.64545 0.033 0.106 0.054 0.206
C 3.34789 0.84929 -1.45229 -0.141 0.148 0.206 0.127
S 1.74899 1.33405 -1.56840 -0.146 0.247 -0.142 -0.154
N 4.41451 1.43233 -2.08117 0.080 -0.177 0.105 0.116
C 4.50324 2.37707 -3.12148 -0.068 0.102 -0.113 0.634
C 3.41776 2.88756 -3.83312 -0.045 -0.023 0.023 -0.284
C 3.63180 3.77927 -4.87344 0.152 -0.017 0.024 -0.888
C 4.91153 4.17661 -5.22324 -0.025 0.098 -0.077 -0.478
C 5.99136 3.67947 -4.51126 0.032 -0.014 0.010 -0.551
C 5.79145 2.79185 -3.47000 -0.036 -0.016 0.056 -0.503
H 2.78238 -0.62990 -0.18550 1.119 0.113 -0.174 -0.313
H 4.55143 -0.59138 -0.55891 -0.017 -0.028 -0.080 0.172
H 5.31437 1.10382 -1.76490 -0.017 -0.002 -0.060 0.205
H 2.41188 2.60426 -3.57861 -0.029 -0.094 0.059 0.480
H 2.77784 4.16366 -5.41492 -0.032 -0.006 0.002 0.392
H 5.06861 4.87142 -6.03694 0.000 0.014 -0.020 0.378
H 6.99660 3.98476 -4.77014 0.032 -0.009 0.029 0.362
H 6.64426 2.41825 -2.91340 0.001 -0.041 -0.002 0.307
C -1.40669 -3.23365 -1.25089 -0.163 -0.104 -0.053 -1.054
N -0.41557 -2.54436 -2.03535 0.106 0.165 -0.250 0.464
C 0.86384 -2.25644 -1.62466 0.505 -0.747 -0.212 -0.739
Se 1.87213 -3.26245 -0.36929 0.014 -0.056 0.373 -0.073
N 1.49953 -1.68342 -2.71151 -0.466 -0.090 -0.419 0.368
C 0.59131 -1.45696 -3.72245 -0.007 -0.029 -0.025 0.295
C 0.72723 -0.84129 -4.95070 -0.060 0.001 0.147 -0.962
C -0.41250 -0.75295 -5.74383 0.045 0.035 -0.045 -0.544
C -1.62778 -1.26808 -5.30946 -0.043 0.010 -0.106 -0.737
C -1.75780 -1.89768 -4.07595 -0.020 -0.057 0.153 -0.531
C -0.62865 -1.99458 -3.28413 0.078 0.138 -0.265 0.725
H -1.06229 -3.29415 -0.22139 0.002 0.013 -0.044 0.147
H -1.55452 -4.24352 -1.64550 0.037 -0.037 0.043 0.339
H -2.34631 -2.68435 -1.27514 0.041 0.100 0.009 0.288
H 2.46640 -1.42134 -2.71510 -0.007 -0.005 0.180 0.364
H 1.67751 -0.42545 -5.25946 -0.006 0.029 -0.044 0.454
H -0.34984 -0.25568 -6.70273 -0.030 -0.015 -0.031 0.382
H -2.50030 -1.16765 -5.94115 -0.021 0.013 0.003 0.371
H -2.71599 -2.25984 -3.73354 -0.032 -0.013 0.045 0.389
F 4.36639 -2.41487 7.52557 -0.077 0.011 -0.099 -0.279
C 4.73199 -1.35054 6.78553 0.203 0.047 0.291 0.879
F 6.00179 -1.57521 6.39010 -0.065 0.025 -0.101 -0.277
F 4.79071 -0.30320 7.64336 -0.040 -0.015 -0.092 -0.263
C 3.80543 -1.08678 5.64071 -0.071 -0.069 -0.018 0.152
C 4.26273 -0.39857 4.52328 0.039 -0.057 0.096 -0.919
C 3.38998 -0.12850 3.48643 -0.003 -0.013 -0.060 -0.624
C 2.05456 -0.52729 3.54769 0.114 -0.161 -0.125 0.701
C 1.61524 -1.22244 4.67034 0.001 0.040 -0.035 -0.106
C 2.48300 -1.49835 5.71406 0.151 -0.014 0.040 -1.052
P 0.95197 -0.00977 2.15643 -0.106 -0.409 0.310 1.931
C 0.83167 1.70981 2.78004 -0.172 -0.058 -0.212 0.773
C 1.45494 2.69688 2.02309 -0.179 -0.099 -0.107 -0.090
C 1.53502 3.99547 2.49392 0.038 0.060 0.261 -0.785
C 0.99883 4.29718 3.74014 0.021 -0.006 -0.049 0.292
C 0.33863 3.32691 4.48258 -0.028 -0.051 0.069 -1.096
C 0.26621 2.02833 4.00862 -0.011 0.165 -0.064 -0.536
C 1.15136 5.67705 4.30350 0.016 0.320 0.142 0.729
F 0.16152 6.51895 3.93423 0.008 -0.115 -0.089 -0.259
F 2.30633 6.25880 3.91725 -0.065 -0.058 -0.063 -0.280
F 1.15649 5.68452 5.65366 -0.021 -0.101 -0.065 -0.285
C -0.57482 -0.90865 2.60996 -0.063 0.122 0.034 -0.229
C -1.79650 -0.31485 2.88658 0.098 -0.007 -0.110 -0.700
C -2.93337 -1.09657 3.03854 -0.114 -0.076 0.001 -0.761
C -2.84192 -2.47170 2.92148 -0.041 0.023 -0.062 0.454
C -1.62081 -3.08235 2.64795 -0.002 0.084 0.023 -1.122
C -0.49455 -2.30208 2.48375 -0.090 -0.018 0.213 -0.639
C -4.04385 -3.34217 3.10485 -0.275 -0.286 0.189 0.746
F -4.01697 -3.98681 4.30313 0.068 0.082 -0.060 -0.292
F -4.12681 -4.31667 2.17566 0.083 0.095 -0.029 -0.270
F -5.20950 -2.67471 3.07231 0.122 0.111 -0.045 -0.276
H 5.29890 -0.09214 4.47169 0.004 0.031 -0.040 0.413
H 3.74399 0.40617 2.61198 0.014 0.005 -0.017 0.468
H 0.58851 -1.55365 4.73910 -0.019 0.010 0.005 0.286
H 2.13825 -2.04136 6.58316 -0.038 -0.008 0.007 0.451
H 1.85808 2.43594 1.05155 -0.006 0.038 -0.051 -0.069
H 2.02615 4.76468 1.91351 0.028 -0.012 -0.008 0.472
H -0.10103 3.58124 5.43721 0.048 0.010 0.039 0.456
H -0.22031 1.26292 4.59980 0.011 0.008 0.034 0.500
H -1.87836 0.75995 2.93081 -0.060 0.130 -0.028 0.350
H -3.88914 -0.62689 3.22104 -0.041 0.030 0.000 0.468
H -1.56678 -4.15810 2.54259 0.043 -0.009 -0.009 0.409
H 0.45573 -2.76510 2.24419 -0.072 -0.020 -0.045 0.474



# 2
102
Properties=species:S:1:pos:R:3:forces:R:3:mulliken_charge:R:1 method="wB97M-V/def2-TZVPD" e_tot_ha=-6029.3010 homo_energy_ev="-13.14 / -13.20" spin_multiplicity=4 homo_lumo_gap_ev="6.97 / 7.75" e_lumo_ev="-6.1699 / -5.4516" total_charge=+2
Cr -0.37378 0.22277 -0.27736 -0.377 -0.221 1.660 0.111
C -1.48317 -3.26488 -0.95572 -0.059 0.102 -0.046 -1.549
C -2.44338 -2.19597 -0.52563 -0.060 -0.243 0.015 0.536
C -3.77835 -2.45204 -0.29675 0.041 0.019 -0.014 -1.064
C -4.62549 -1.40181 0.07946 0.146 0.039 -0.003 -0.841
C -4.15094 -0.11479 0.20375 -0.051 0.010 0.008 -0.872
C -2.79598 0.11062 -0.08057 0.185 -0.266 -0.185 -0.504
N -1.98653 -0.94029 -0.40440 0.029 0.092 -0.064 1.065
N -2.05412 1.23259 -0.10569 0.192 0.220 -0.168 0.842
Si -2.54276 2.82705 0.49030 0.124 0.182 0.175 -0.015
C -2.76950 2.66694 2.35403 -0.109 0.104 -0.339 -0.685
C -1.09397 3.98085 0.15041 -0.222 -0.184 0.083 -0.871
C -4.09268 3.36861 -0.42932 0.211 -0.048 0.228 -1.228
H -1.61252 -4.16992 -0.36453 0.034 0.006 0.029 0.499
H -0.45194 -2.91780 -0.87443 0.014 -0.030 0.011 -0.025
H -1.67687 -3.53282 -1.99631 0.056 -0.004 -0.008 0.444
H -4.15824 -3.45615 -0.42119 -0.002 0.004 0.022 0.598
H -5.67000 -1.60885 0.27390 -0.005 0.022 -0.001 0.462
H -4.79179 0.70196 0.50023 -0.015 0.015 -0.030 0.399
H -1.95282 2.06851 2.76337 0.038 0.013 -0.008 -0.237
H -3.71174 2.18215 2.61832 0.008 -0.003 0.007 0.386
H -2.75274 3.64644 2.83677 -0.036 -0.006 0.004 0.485
H -0.32127 3.87518 0.91396 0.004 -0.033 0.013 0.144
H -1.44257 5.01508 0.19335 0.014 -0.001 -0.005 0.523
H -0.63382 3.83397 -0.82750 -0.037 -0.006 -0.045 0.145
H -5.00235 2.99854 0.04595 -0.006 -0.014 -0.011 0.391
H -4.09677 3.03281 -1.46800 0.041 -0.006 -0.002 0.350
H -4.15973 4.45842 -0.43429 0.003 0.001 0.009 0.463
C -2.75390 -1.46055 3.62133 0.278 0.114 0.087 -0.983
C -1.44672 -2.20341 3.83426 -0.494 -0.262 -0.049 0.322
C -1.15676 -3.18314 2.70913 0.206 0.219 0.133 -0.964
O -0.35215 -1.24528 4.04349 0.299 0.193 -0.379 -0.195
P 0.41024 -0.40538 2.96420 0.103 -0.124 0.579 -1.210
O -0.41184 -0.01366 1.77890 -0.002 -0.009 -0.636 1.621
C 1.83875 -1.38336 2.38798 -0.249 0.532 -0.253 -0.388
P 2.55759 -0.57482 0.93710 0.834 -0.112 0.362 -0.647
O 1.56406 -0.33436 -0.17496 -0.497 0.011 -0.212 0.238
O 3.13192 0.72145 1.57991 -0.127 -0.172 -0.232 -0.173
C 3.55666 1.95332 0.89484 0.028 0.386 -0.239 0.235
C 4.33394 1.67462 -0.37881 -0.075 -0.247 0.244 -1.315
C 2.33640 2.82920 0.67785 0.055 -0.204 0.182 -0.753
O 3.80667 -1.36816 0.45276 -0.320 0.175 0.066 -0.285
C 3.95923 -2.66671 -0.21529 -0.003 -0.434 -0.121 0.469
C 2.82222 -2.96648 -1.17373 0.067 0.261 0.126 -0.981
C 4.13908 -3.74173 0.83837 0.001 0.219 0.019 -1.359
O 0.95133 0.86525 3.66762 -0.041 -0.303 -0.067 0.182
C 1.18430 1.19109 5.08965 -0.015 0.085 0.447 0.543
C 1.97590 0.11271 5.80393 -0.006 -0.008 -0.334 -1.356
C -0.13982 1.50575 5.75582 0.023 -0.011 -0.195 -1.231
H -3.57338 -2.17828 3.60063 -0.011 0.007 0.006 0.472
H -2.73281 -0.91740 2.67708 -0.053 0.014 -0.072 -0.008
H -2.93215 -0.75169 4.43003 -0.020 -0.023 -0.006 0.341
H -1.47799 -2.73521 4.78371 0.051 0.023 0.003 0.378
H -1.02234 -2.64309 1.76845 -0.014 -0.065 -0.015 -0.166
H -2.01173 -3.84804 2.59535 -0.005 -0.016 0.004 0.531
H -0.27950 -3.79600 2.92094 0.008 0.010 -0.020 0.325
H 1.51133 -2.39171 2.13764 -0.052 -0.035 -0.062 -0.098
H 2.60615 -1.43636 3.16107 -0.004 -0.028 0.020 0.588
H 4.21378 2.42143 1.62551 -0.005 -0.070 0.038 0.350
H 3.68295 1.26194 -1.15225 0.010 0.005 -0.048 0.134
H 5.14204 0.97121 -0.18271 0.030 0.027 -0.060 0.334
H 4.76972 2.60240 -0.74561 -0.039 0.029 0.002 0.543
H 1.62399 2.32930 0.01493 0.019 0.073 -0.093 -0.124
H 2.63219 3.77088 0.21738 -0.018 0.011 -0.004 0.578
H 1.84239 3.03790 1.62650 -0.017 0.014 -0.014 0.253
H 4.88393 -2.54242 -0.77663 -0.002 0.079 0.043 0.406
H 1.89265 -3.14760 -0.62753 -0.005 -0.045 -0.034 0.054
H 3.06721 -3.85844 -1.74805 -0.004 -0.029 0.030 0.564
H 2.67109 -2.13591 -1.86180 -0.020 -0.037 -0.052 0.099
H 3.19171 -3.95659 1.33838 0.030 -0.049 0.014 0.214
H 4.87292 -3.43002 1.58059 0.010 -0.039 -0.008 0.387
H 4.49553 -4.65808 0.37029 -0.036 -0.020 -0.010 0.456
H 1.78770 2.09488 5.02069 -0.019 -0.007 -0.093 0.437
H 1.37652 -0.78449 5.94505 -0.026 -0.067 0.040 0.268
H 2.27903 0.48065 6.78270 -0.026 0.018 0.011 0.511
H 2.88217 -0.13971 5.24966 0.018 0.034 0.049 0.313
H -0.74648 0.60537 5.85572 0.016 0.022 0.051 0.206
H -0.69462 2.24501 5.17792 0.005 0.013 0.019 0.288
H 0.04562 1.91895 6.74650 0.001 -0.030 0.022 0.517
C -0.84424 2.42256 -3.32165 0.050 -0.008 0.260 -1.348
As -0.39307 0.64030 -2.68769 -0.115 0.224 -1.510 1.665
C -1.82355 -0.36667 -3.53674 0.007 -0.043 0.202 -1.373
C 1.18121 0.23024 -3.82502 -0.116 -0.042 0.239 -0.598
C 0.85855 0.22908 -5.28919 -0.017 -0.012 -0.068 0.128
C 1.01838 1.38050 -6.05579 -0.002 0.017 0.063 -0.242
C 0.72593 1.37220 -7.41138 -0.012 0.019 -0.037 -0.748
C 0.26795 0.21187 -8.01764 0.004 -0.003 0.000 -0.493
C 0.11309 -0.94367 -7.26428 -0.021 -0.019 -0.008 -0.773
C 0.40857 -0.93441 -5.91069 0.032 0.005 0.050 -0.199
H -0.91102 2.38359 -4.40704 0.002 -0.057 -0.015 0.548
H -0.08286 3.14584 -3.03517 0.013 -0.012 0.014 0.374
H -1.80362 2.72275 -2.90412 0.006 -0.025 0.029 0.261
H -1.91990 -0.04798 -4.57166 0.065 0.035 -0.022 0.551
H -2.75629 -0.18110 -3.00537 0.023 0.033 0.019 0.367
H -1.60319 -1.43238 -3.50910 0.004 0.001 0.014 0.267
H 1.56393 -0.74093 -3.51093 0.012 0.020 0.071 0.183
H 1.92772 0.98981 -3.58975 0.024 -0.029 0.081 0.519
H 1.39609 2.28649 -5.59416 0.001 -0.003 -0.007 0.428
H 0.86641 2.27063 -7.99756 0.000 -0.003 0.006 0.409
H 0.04853 0.20219 -9.07665 -0.009 0.007 0.007 0.414
H -0.23035 -1.85583 -7.73411 0.015 0.004 -0.004 0.415
H 0.31084 -1.84746 -5.33288 -0.015 -0.002 -0.010 0.371